C34H52BCoN4P2Se2 as an isolated structure at a distorted geometry. Source: OMol25; level of theory: ωB97M-V with the def2-TZVPD basis set.

Structure (XYZ):
```
96
Properties=species:S:1:pos:R:3:forces:R:3
Co 0.7538 0.1007 -0.1346 0.0 0.5 -0.1
C 1.4359 0.2493 3.9531 0.0 -0.1 0.0
C 0.8886 1.6626 3.7335 0.1 0.0 0.0
C 0.1466 2.0627 5.0143 0.0 0.0 0.0
C 2.0784 2.5983 3.4884 0.0 0.0 0.1
P -0.1724 1.6258 2.1842 0.0 0.1 0.1
C -1.6032 0.5550 2.6601 -0.1 0.0 -0.2
N -1.3595 -0.7524 2.0882 0.1 -0.1 0.1
B -0.7711 -1.0081 0.8270 -0.4 -0.6 0.3
N -0.7111 -2.4195 0.6568 0.1 0.0 0.0
C -0.1741 -3.1746 -0.4536 -0.1 0.0 0.0
P 0.4811 -2.0164 -1.7400 -0.3 0.0 0.0
C 1.9055 -2.9856 -2.4841 0.0 0.1 0.0
C 2.3235 -2.3522 -3.8162 0.0 -0.1 0.0
C 1.6063 -4.4751 -2.6872 0.1 0.0 0.0
C 3.0835 -2.8634 -1.5094 0.0 0.0 0.0
C -0.9466 -1.8637 -2.9546 0.0 0.0 0.0
C -1.2574 -3.1541 -3.7172 0.0 0.0 0.0
C -0.6572 -0.7484 -3.9699 0.0 -0.1 0.0
C -2.1954 -1.4893 -2.1448 0.0 0.0 0.0
C -1.1844 -3.0067 1.8407 0.0 -0.1 -0.1
C -1.2652 -4.3440 2.2031 0.0 0.0 0.0
C -1.7579 -4.6389 3.4642 0.0 0.1 0.1
C -2.1616 -3.6243 4.3350 0.0 -0.1 0.0
C -2.0858 -2.2883 3.9733 0.0 0.0 0.0
C -1.5867 -1.9867 2.7137 -0.1 0.1 0.0
C -0.8600 3.3474 1.8432 0.1 0.0 -0.1
C 0.1678 4.0162 0.9142 0.0 0.1 -0.1
C -2.1901 3.2261 1.0911 -0.1 -0.1 0.1
C -1.1142 4.2483 3.0544 0.0 0.1 -0.1
H 1.9157 0.2096 4.9342 0.0 0.0 0.0
H 2.1922 0.0109 3.2108 0.0 -0.1 0.0
H 0.6601 -0.5212 3.9383 0.0 0.0 0.0
H 0.8814 2.1125 5.8218 0.0 0.0 0.0
H -0.5887 1.3120 5.3084 0.0 0.0 0.0
H -0.3434 3.0298 4.9639 0.1 -0.1 0.0
H 2.8211 2.4464 4.2753 0.0 0.0 0.0
H 1.7963 3.6488 3.5070 0.0 0.0 0.0
H 2.5624 2.3911 2.5297 0.0 0.0 0.1
H -2.5020 0.9795 2.2161 -0.1 0.0 0.2
H -1.7598 0.5013 3.7354 0.1 0.0 0.0
H -0.9436 -3.8169 -0.8916 0.0 0.0 0.0
H 0.6336 -3.8313 -0.1183 0.0 0.0 0.0
H 1.6073 -2.5503 -4.6117 0.0 0.0 0.0
H 3.2777 -2.7848 -4.1243 0.0 0.0 0.0
H 2.4648 -1.2730 -3.7314 0.0 0.0 0.0
H 0.8487 -4.6627 -3.4402 0.0 0.0 0.0
H 1.3120 -4.9758 -1.7646 0.0 0.0 0.0
H 2.5274 -4.9548 -3.0273 0.0 0.0 0.0
H 3.3953 -1.8250 -1.3749 0.0 0.0 0.0
H 3.9308 -3.4167 -1.9193 0.0 0.0 0.0
H 2.8590 -3.2976 -0.5335 0.0 0.0 -0.1
H -0.5074 -3.3792 -4.4732 0.0 0.0 0.0
H -2.2097 -3.0208 -4.2362 0.0 0.0 0.0
H -1.3678 -4.0174 -3.0602 0.0 0.0 0.0
H 0.2439 -0.9309 -4.5512 0.0 0.0 0.0
H -0.5666 0.2219 -3.4900 0.0 0.1 0.1
H -1.4918 -0.6917 -4.6726 0.0 0.0 0.0
H -2.5896 -2.3362 -1.5818 0.0 0.0 0.0
H -2.9757 -1.1615 -2.8358 0.0 0.0 0.0
H -2.0114 -0.6780 -1.4408 0.0 0.1 0.0
H -0.9675 -5.1326 1.5238 0.0 0.0 0.0
H -1.8397 -5.6707 3.7768 0.0 0.0 0.0
H -2.5510 -3.8875 5.3088 0.0 0.0 0.0
H -2.4179 -1.5157 4.6543 0.0 0.0 0.0
H 0.2697 3.4679 -0.0261 0.1 0.2 0.3
H 1.1547 4.0873 1.3723 0.0 0.0 0.0
H -0.1634 5.0310 0.6812 0.0 0.0 0.0
H -2.1411 2.5147 0.2678 -0.3 0.6 1.0
H -2.4387 4.2020 0.6678 0.0 0.0 0.0
H -3.0118 2.9433 1.7487 0.0 0.0 0.0
H -0.2060 4.5056 3.5942 0.0 0.0 0.0
H -1.8324 3.8141 3.7493 0.0 0.0 0.0
H -1.5462 5.1832 2.6883 0.0 0.0 0.0
Se 3.4807 1.9950 -0.0490 0.0 0.0 -0.1
Se 2.7193 1.3858 -2.1642 0.2 0.0 -0.1
C 0.9753 2.1849 -2.1666 -0.1 -0.1 0.0
C 0.6969 3.2152 -3.0417 0.0 0.0 0.0
C -0.6186 3.6582 -3.1362 0.0 0.0 0.0
C -1.5893 3.0608 -2.3527 0.0 0.0 0.0
C -1.2165 2.0494 -1.4842 0.2 -0.4 -0.5
N 0.0404 1.6154 -1.3896 0.4 -0.2 -0.3
C 3.5912 0.2420 0.7328 0.0 0.0 0.1
C 4.7881 -0.1403 1.3080 0.0 -0.1 0.1
C 4.8454 -1.3614 1.9714 0.0 0.0 0.0
C 3.7125 -2.1535 2.0245 0.0 0.0 0.0
C 2.5598 -1.7046 1.4087 -0.1 0.0 0.1
N 2.4957 -0.5283 0.7758 0.1 0.2 -0.2
H 1.4858 3.6559 -3.6342 0.0 0.0 0.0
H -0.8757 4.4604 -3.8152 0.0 0.0 0.0
H -2.6240 3.3688 -2.4052 0.0 0.0 0.0
H -1.9412 1.5547 -0.8528 0.2 -0.4 -0.6
H 5.6543 0.5019 1.2340 0.0 0.0 0.0
H 5.7695 -1.6875 2.4302 0.0 0.0 0.0
H 3.7107 -3.1056 2.5359 0.0 0.0 0.0
H 1.6432 -2.2826 1.4385 0.0 0.0 0.0
```
Positions in Å, forces in eV/Å.

Calculated values
Total charge: +2
HOMO level (spin up / spin down), eV: -12.85 / -12.96
Multiplicity: 5
F_max, hartree/bohr: 0.0221